Entry 1:
{
  "formula": "C10H7N3O6Tl",
  "method": "the ωB97M-V functional and the def2-TZVPD basis",
  "symbols": ["C", "H", "Tl", "C", "C", "H", "C", "C", "C", "H", "H", "H", "H", "C", "N", "O", "C", "O", "N", "H", "C", "N", "O", "C", "O", "O", "O"],
  "coordinates": [[0.2114, 1.9527, -0.2658], [2.1660, -2.8532, 4.3719], [0.1922, -0.0233, -0.0013], [-0.1457, -1.9578, 0.2758], [0.2825, 1.2541, 2.9850], [1.8213, 0.1706, 5.8555], [-1.7669, 0.2537, 0.7222], [2.6499, -0.3869, -1.0618], [1.5408, -0.7742, 2.6337], [2.8959, -1.7909, 5.5756], [3.6744, -1.9812, 3.9934], [-1.0251, 2.3696, 1.7694], [0.4193, 1.9920, 5.0254], [0.7470, 1.2099, 4.3505], [-0.5264, 2.2393, 2.6619], [3.6960, -0.5404, -1.4800], [1.5149, 0.2081, 4.8029], [0.1894, 3.1081, -0.3853], [1.9228, -0.7894, 4.0068], [-0.7982, 2.9696, 3.3339], [-0.7313, -0.1790, -1.8287], [0.7150, 0.2946, 2.2183], [-0.3809, -3.0833, 0.4545], [2.7174, -1.9308, 4.5095], [1.9452, -1.7023, 1.8641], [-2.8844, 0.4204, 1.1511], [-1.2885, -0.2652, -2.8410]],
  "atomic_forces_ev_per_a": [[0.939, 12.838, -1.748], [-0.071, -0.088, -0.139], [7.341, -0.789, 3.522], [-1.288, -12.762, 2.163], [1.270, 0.294, 4.624], [-0.058, -0.055, -0.477], [-14.509, 2.025, 5.415], [2.974, -0.392, -1.233], [1.633, -1.746, 1.202], [-0.069, 0.127, -0.128], [-0.099, 0.016, -0.064], [0.599, -0.203, 1.048], [0.100, -0.103, 0.012], [-1.107, 1.334, -0.591], [-1.690, 1.548, -1.638], [-2.962, 0.401, 1.240], [0.252, -0.062, 0.736], [0.096, -6.124, 0.595], [-0.495, -0.397, -2.386], [0.405, -0.671, -0.169], [-5.273, -0.961, -11.251], [0.800, -2.328, -2.603], [1.134, 6.065, -0.996], [0.247, -0.019, 0.140], [-1.992, 3.058, 0.936], [9.014, -1.419, -3.401], [2.807, 0.412, 5.191]],
  "gap_ev": 5.52,
  "total_charge": 3,
  "max_force_ev_per_a": 15.62,
  "homo_energy_ha": -0.7044
}


Entry 2:
{
  "formula": "C24H14Cl60IN3O2",
  "method": "the ωB97M-V functional and the def2-TZVPD basis",
  "symbols": ["C", "Cl", "Cl", "Cl", "O", "Cl", "C", "Cl", "Cl", "H", "C", "Cl", "H", "Cl", "H", "Cl", "C", "Cl", "N", "Cl", "Cl", "H", "Cl", "Cl", "Cl", "H", "C", "C", "Cl", "H", "Cl", "C", "Cl", "Cl", "H", "Cl", "Cl", "Cl", "Cl", "Cl", "H", "H", "Cl", "C", "Cl", "Cl", "Cl", "Cl", "H", "Cl", "Cl", "Cl", "H", "C", "Cl", "Cl", "I", "C", "C", "Cl", "C", "C", "Cl", "Cl", "O", "C", "Cl", "Cl", "Cl", "C", "Cl", "Cl", "Cl", "Cl", "C", "H", "Cl", "Cl", "Cl", "C", "C", "Cl", "Cl", "H", "N", "N", "C", "Cl", "Cl", "C", "H", "Cl", "C", "Cl", "C", "Cl", "Cl", "Cl", "Cl", "C", "Cl", "C", "Cl", "Cl"],
  "coordinates": [[2.4649, -3.7242, 0.5709], [-2.6238, -4.8260, -2.0681], [-6.0736, 4.9564, 3.2454], [-5.4200, -8.6990, -2.4479], [1.2548, -0.6415, 0.1404], [-6.2972, 0.1236, -4.3494], [-4.8607, 5.5818, 2.1237], [6.6821, 7.4489, -2.4005], [-1.4345, -1.2408, 5.8903], [2.5540, -2.0594, 1.9432], [0.4102, 4.9363, 2.2706], [-0.2559, -0.4997, -7.4046], [-0.5265, -2.3749, -0.9552], [-3.5349, 4.4296, 1.9885], [-0.0413, -3.3233, 1.0087], [14.6901, 3.0250, 4.4417], [-4.2972, -4.3582, -2.4195], [-6.3943, -8.7364, -5.1593], [-3.0371, -2.2660, 0.7648], [1.4366, -2.3664, -5.9980], [-8.1911, -1.5504, -2.9558], [-0.0671, -2.4131, 2.4865], [-11.1227, -4.0276, -3.8457], [-5.0850, -5.6469, -3.3335], [-0.9163, 5.9847, 2.7699], [3.3954, -4.1910, 0.8865], [10.6503, -2.5453, 1.0011], [3.3944, 0.3396, 0.3773], [9.3273, -2.8943, 2.1224], [3.5602, -3.3364, -1.1333], [-2.7170, -2.2487, 3.5116], [1.8902, -2.8823, 1.7146], [12.0208, 1.9739, 4.7512], [11.7026, -3.9584, 0.8794], [1.5255, 1.2773, 0.9300], [-7.0832, 9.6804, 6.5029], [4.4947, 5.1938, -1.6550], [-6.0807, -11.2115, -3.7073], [3.8260, 5.8468, -4.3819], [-5.1644, -4.0932, -0.9091], [2.0507, -0.0302, 1.9515], [3.4471, 1.1273, -0.3575], [-4.2319, 7.1361, 2.7207], [-7.4942, 8.0340, 6.0025], [7.5109, 6.1589, 0.0419], [-3.7537, -9.7335, -4.5605], [-9.1423, 8.0092, 5.3626], [-7.3891, 6.9530, 7.3975], [1.9708, -2.9299, -1.2310], [9.9861, -2.1657, -0.5913], [5.5765, -6.0877, -0.4398], [-6.3692, 7.4919, 4.7521], [2.4763, -4.4652, 2.7167], [-5.2129, 6.3216, -3.4545], [1.6902, 4.9673, 3.4900], [-1.2336, -1.8523, -5.0444], [-1.1485, 0.1061, -1.7457], [-0.8537, -1.5207, -0.3869], [-5.4121, -9.5969, -3.9669], [-4.3010, -2.8684, -3.3693], [0.4276, -2.4983, 1.5330], [-0.6024, -0.2232, 1.6352], [-8.2869, 1.3127, -2.6270], [-13.3619, -2.3611, -4.5815], [1.8931, -3.7253, 2.8700], [5.8749, -6.2243, 1.2978], [1.8997, 6.2852, -2.2816], [7.0131, -4.9733, 1.8029], [-6.1092, -0.2017, -1.4899], [-12.2329, -2.7700, -3.2850], [-4.1565, 4.9162, -3.2820], [-0.1930, 3.2847, 2.0970], [11.5786, -1.1692, 1.6000], [8.7134, 8.6610, -0.7472], [-2.1303, -1.8973, 0.2056], [1.7566, -4.5174, 0.3268], [-13.1330, -3.3619, -1.8846], [-4.3505, 7.7738, -2.9381], [-5.5939, 5.8218, 0.5350], [1.9725, 0.3052, 0.9202], [-7.2203, -0.0797, -2.8533], [9.2959, 6.2517, -2.2238], [4.3479, -6.0183, 2.1719], [4.0998, 0.5116, 1.1756], [2.7799, -2.9467, -0.6309], [-1.1509, 0.5133, 2.2910], [0.1496, -1.1798, 0.7455], [-11.3078, -1.3379, -2.8316], [-2.0845, -4.0457, 5.6782], [0.1810, -1.1354, -5.8164], [3.6062, -0.5655, -0.1685], [6.5458, -7.8140, 1.6581], [8.0504, 7.1327, -1.3335], [1.0449, 5.5174, 0.7196], [13.5564, 1.7847, 3.8992], [2.5637, 3.6005, -3.0885], [0.7795, 0.1761, -4.7955], [-6.6480, 6.1023, -2.4465], [13.2869, 1.9525, 2.1607], [-2.6079, -2.4074, 5.2651], [14.2243, 0.1842, 4.2371], [3.1977, 5.2307, -2.8482], [-4.1910, -2.0953, 5.9865], [-5.7005, 6.4919, -5.1434]],
  "atomic_forces_ev_per_a": [[0.225, 0.688, -0.817], [0.053, -0.010, -0.013], [0.174, -0.476, -0.408], [-0.045, -0.314, 0.064], [-0.032, 0.627, -0.017], [-0.001, 0.025, -0.009], [0.027, -0.202, -0.079], [0.217, 0.221, -0.062], [-0.003, -0.012, 0.007], [0.029, 0.442, -0.283], [-0.057, 0.068, -0.075], [-0.005, -0.022, 0.042], [0.422, -0.149, -0.366], [-0.367, -0.174, -0.080], [-0.255, -0.242, -0.042], [-0.016, -0.019, -0.011], [-0.162, 0.057, 0.046], [0.005, 0.012, 0.000], [-2.359, -0.746, 1.042], [0.012, 0.024, 0.003], [0.388, 0.017, -0.029], [0.061, -0.185, 0.472], [0.012, 0.000, 0.001], [0.097, 0.278, -0.063], [0.373, 0.235, 0.155], [-0.169, 0.197, 0.148], [0.056, 0.000, -0.035], [-0.667, 0.515, -0.464], [0.137, 0.180, 0.092], [0.002, -0.208, -0.152], [-0.160, -0.117, 0.344], [0.294, -1.021, 0.321], [0.011, -0.010, -0.013], [-0.022, 0.000, 0.001], [-0.593, 0.546, -0.222], [-0.016, -0.019, 0.003], [-0.242, -0.213, 0.082], [0.006, 0.024, -0.018], [0.011, 0.013, 0.004], [0.005, -0.036, -0.082], [-0.401, -0.132, 0.276], [0.349, 0.470, -0.192], [0.181, -0.154, -0.268], [0.050, 0.025, -0.036], [-0.004, -0.003, 0.008], [-0.013, 0.009, -0.002], [0.009, 0.002, 0.007], [-0.002, 0.009, -0.008], [0.100, 0.215, -0.367], [-0.006, -0.007, 0.030], [-0.027, 0.029, 0.018], [-0.435, 0.690, 0.733], [0.211, -0.140, 0.007], [0.069, -0.015, 0.006], [0.016, 0.005, -0.045], [-0.087, -0.110, -0.078], [-0.110, -0.056, 0.239], [-0.653, 0.327, 0.110], [0.009, -0.030, 0.042], [0.045, 0.051, -0.015], [0.235, 0.639, -0.390], [1.945, -1.514, -1.660], [-0.006, -0.001, -0.019], [0.015, -0.017, 0.008], [-0.501, 0.099, 0.394], [0.108, 0.031, 0.041], [0.010, 0.081, -0.121], [-0.158, -0.164, -0.144], [0.025, 0.034, 0.032], [-0.046, 0.060, 0.024], [-0.022, 0.009, 0.014], [0.033, 0.112, 0.026], [-0.021, -0.001, -0.007], [-0.008, -0.026, 0.009], [2.277, 0.637, -1.305], [-0.133, -0.306, 0.293], [0.012, -0.005, -0.019], [-0.012, -0.017, 0.007], [0.075, 0.043, 0.131], [1.586, -0.876, 0.384], [0.083, -0.093, 0.046], [0.005, -0.007, 0.018], [0.224, -0.474, 0.251], [0.315, 0.081, 0.089], [-0.152, 0.015, 0.373], [-1.255, 1.562, 1.453], [-1.226, -0.470, 0.107], [-0.390, -0.025, 0.003], [0.003, -0.001, 0.017], [-0.016, 0.019, 0.036], [0.122, -0.525, 0.207], [-0.042, 0.023, -0.012], [-0.002, 0.034, -0.056], [0.011, -0.165, 0.173], [0.004, 0.003, 0.040], [-0.028, -0.072, 0.010], [0.180, 0.047, -0.183], [-0.109, 0.011, -0.156], [0.000, -0.002, -0.019], [0.076, 0.064, -0.083], [-0.013, 0.010, -0.012], [0.033, -0.022, 0.020], [0.016, -0.006, 0.004], [-0.003, -0.005, 0.023]],
  "gap_ev": 9.49,
  "max_force_ev_per_a": 2.97,
  "homo_energy_ha": -0.3571
}


Entry 3:
{
  "formula": "C5H23N2O5S",
  "method": "the ωB97M-V functional and the def2-TZVPD basis",
  "symbols": ["H", "O", "H", "O", "H", "H", "H", "H", "H", "H", "H", "H", "H", "H", "C", "C", "C", "H", "H", "O", "H", "S", "H", "N", "N", "C", "H", "H", "O", "O", "H", "H", "H", "C", "H", "H"],
  "coordinates": [[1.2369, -2.8436, 1.6157], [3.1463, -0.6023, -0.7893], [2.3499, 2.4458, 1.4837], [-1.3544, -2.1969, -0.0647], [0.3624, 3.7870, 1.4119], [-0.6633, -1.9571, 0.5565], [0.4144, 0.7686, -1.9165], [-0.8224, 1.7279, -2.6449], [-2.2813, 0.3319, -0.8493], [1.6911, -1.5923, -2.5771], [-2.7922, -1.2668, 0.5903], [-0.5955, 2.6966, -0.7674], [1.0875, -2.8878, 0.2962], [2.6417, -2.3622, -1.7102], [-1.1783, 2.2739, 1.1479], [-1.2807, 0.7862, -0.7316], [0.1717, 2.7250, 1.6474], [-1.9268, 3.0207, 1.4609], [1.3525, 1.9008, 0.0199], [1.7322, -2.3714, -2.0170], [-0.7827, -1.0644, -3.2059], [1.4703, 0.3046, 1.9351], [-3.2932, 0.1150, 1.2405], [-1.3356, 2.1670, -0.3233], [-1.2480, -0.1695, -3.1042], [-0.6529, 0.7627, -2.1575], [-0.8856, 0.0421, -0.0447], [3.9091, -0.1573, -0.4172], [-3.5057, -0.8093, 1.0770], [0.6776, -3.3884, 1.0208], [-0.8971, -2.1821, -0.9236], [-2.1823, -0.4589, -2.8280], [-1.5318, 1.4029, 1.6985], [1.4304, 2.0224, 1.0984], [2.4609, -0.3077, -0.1448], [0.1369, 2.7081, 2.7382]],
  "atomic_forces_ev_per_a": [[-0.645, -0.694, 1.070], [0.136, 0.486, 0.062], [-0.010, 0.618, -0.542], [-0.539, 0.164, -1.079], [-0.614, 0.137, -0.164], [0.244, -0.209, 0.467], [0.274, -0.910, -0.988], [-0.076, 0.293, 0.513], [-0.259, 0.732, -0.095], [0.020, 0.180, 0.123], [0.057, 0.503, 0.189], [0.051, -0.085, 0.050], [-0.556, -0.685, -1.279], [0.115, 0.288, 0.314], [-1.118, 1.322, -0.190], [-1.131, -0.688, -2.236], [1.320, 1.061, -0.252], [0.303, 0.184, 0.140], [0.409, 0.258, -0.078], [-0.611, -0.673, -0.479], [0.448, 0.151, 0.106], [0.157, 0.200, -0.997], [0.386, -0.324, -0.282], [0.137, -0.528, 1.681], [0.432, -1.354, -0.336], [-0.559, 0.697, 1.076], [1.092, 0.664, 0.185], [0.339, 0.035, 0.034], [-0.623, -0.260, 0.183], [1.946, 1.351, 0.436], [-0.272, -0.035, 0.411], [0.010, 0.533, 0.228], [0.414, -0.564, -0.503], [-1.358, -2.197, 1.910], [-0.183, -0.369, 0.301], [0.267, -0.284, 0.025]],
  "gap_ev": 6.75,
  "total_charge": -1,
  "max_force_ev_per_a": 3.21,
  "e_above_lowest_kcal_mol": 35.63,
  "homo_energy_ha": -0.1344
}


Entry 4:
{
  "formula": "C17H19FN2O3",
  "method": "the ωB97M-V functional and the def2-TZVPD basis",
  "symbols": ["C", "H", "H", "C", "H", "C", "F", "C", "C", "C", "H", "H", "H", "O", "H", "C", "C", "H", "H", "C", "H", "N", "C", "H", "C", "H", "H", "N", "H", "H", "H", "C", "O", "C", "C", "H", "C", "H", "C", "H", "O", "C"],
  "coordinates": [[-2.0458, -1.9202, 1.7620], [-2.6836, 1.6789, 0.5781], [1.6439, 1.3443, -3.2738], [1.1385, -0.3620, -0.6203], [-1.8855, -2.9265, 2.1169], [1.3139, -0.7187, 0.8125], [-2.9652, -1.3771, 3.8473], [0.5999, -0.4376, -2.8249], [-2.5001, 0.6716, 0.9211], [1.6974, 0.7279, -1.2722], [4.0926, 2.5090, 1.8553], [-0.2063, -1.8394, -4.1782], [-1.4088, -3.4614, -0.2025], [2.9057, 2.7032, -1.6142], [0.6153, -0.1597, 1.4351], [-3.4753, 1.3002, 3.1726], [0.0623, -0.7870, -4.1628], [-1.6892, 0.0560, -0.9537], [2.3205, -0.4658, 1.1350], [-2.6200, -0.9877, 2.5993], [1.1415, -1.7805, 0.9675], [-1.1102, -2.5064, -0.3624], [2.5233, 1.8430, -0.8463], [-3.6138, 2.2689, 2.7009], [2.7540, 4.1159, 1.2773], [-0.8247, -0.1945, -4.3923], [2.3002, 4.4988, 0.3665], [1.3421, 0.6591, -2.5979], [0.8069, -0.5967, -4.9332], [4.3677, 3.1578, 0.2084], [1.9679, 3.8469, 1.9789], [0.4260, -1.0881, -1.6065], [2.8194, 1.8200, 0.4623], [-2.8564, 0.3285, 2.2181], [-1.9308, -0.2416, 0.0531], [-2.8426, 1.4210, 4.0514], [-1.6764, -1.5450, 0.4714], [3.3735, 4.8929, 1.7157], [3.6107, 2.8992, 0.9563], [-4.4409, 0.9301, 3.5148], [-0.1456, -3.3023, -2.2157], [-0.2886, -2.3662, -1.4518]],
  "atomic_forces_ev_per_a": [[0.021, 0.063, -0.002], [-0.031, 0.116, -0.025], [-0.033, -0.059, 0.024], [0.255, 0.424, -0.178], [0.056, -0.112, 0.070], [0.096, 0.040, 0.099], [0.022, 0.080, -0.112], [-0.176, -0.245, 0.159], [0.049, -0.193, 0.142], [-0.230, -0.374, 0.364], [-0.038, 0.017, -0.139], [0.011, -0.008, -0.056], [0.081, 0.136, -0.167], [-0.031, -0.040, 0.107], [-0.038, -0.011, 0.105], [0.001, -0.122, 0.092], [-0.054, 0.024, -0.052], [-0.005, 0.036, -0.067], [-0.006, -0.064, 0.087], [0.010, 0.140, -0.278], [-0.013, -0.055, 0.063], [-0.078, -0.633, 0.103], [0.154, 0.169, -0.137], [-0.014, 0.063, -0.012], [0.072, -0.385, -0.161], [-0.033, 0.020, -0.053], [-0.026, 0.068, -0.035], [0.043, 0.073, -0.074], [0.020, -0.026, -0.102], [-0.068, -0.095, 0.186], [-0.056, 0.023, 0.091], [0.327, 0.218, -0.371], [-0.262, -0.284, -0.110], [0.009, -0.138, 0.156], [-0.028, -0.115, -0.114], [-0.030, 0.080, 0.072], [-0.335, 0.547, 0.317], [0.049, 0.108, 0.063], [0.286, 0.546, 0.045], [-0.063, 0.070, 0.063], [0.018, -0.106, -0.170], [0.068, 0.004, 0.007]],
  "gap_ev": 9.13,
  "max_force_ev_per_a": 0.72,
  "e_above_lowest_kcal_mol": 0.00,
  "homo_energy_ha": -0.3108,
  "smiles": "CCOC(=O)c1[nH]c(C)c(C(=O)Nc2ccc(C)c(F)c2)c1C"
}


Question: Which formula does entry 4 have?
Answer: C17H19FN2O3